# C2H3F2IO

2 unconnected molecules or ions with the total composition C2H3F2IO (ωB97M-V with the def2-TZVPD basis set, the Open Molecules 2025 dataset).

```
9
Properties=species:S:1:pos:R:3:lowdin_charge:R:1
C -2.2286 1.0088 -1.4122 -0.626
C 0.1778 0.0260 1.9671 -0.317
O -1.0717 0.5555 -1.6924 -0.092
F 1.3876 0.5885 2.1428 0.015
F -0.0279 -0.7836 3.0000 0.037
I -3.8379 0.5695 -2.7298 0.666
H 0.0395 -0.4533 0.9181 0.135
H -0.5705 0.8589 1.9901 0.125
H -1.0348 0.0058 -2.4519 0.057
```

For the calculated total energy, the calculation gives -17702.5987 eV. Its spin multiplicity is 1. For the gap between HOMO and LUMO, the calculation gives 9.0 eV. The LUMO energy is -0.10 eV. For the relative energy (zero: lowest compared OMol25 entry of this formula, charge and spin), the calculation gives 326.0 kJ/mol. The max |F| comes out at 3.05 eV/A.